# C20H22CdN6O5S

C20H22CdN6O5S as an isolated structure at a distorted geometry (ωB97M-V with the def2-TZVPD basis set, the OMol25 dataset).

Output
- 2S+1: 1
- ΔE to the lowest compared entry with this formula, charge and spin: 371.0 kJ/mol
- Highest occupied orbital energy: -14.12 eV
- E: -55658.40221 eV
- Charge: +2

Element x y z (Å)
Cd -0.47 1.15 1.26
O 2.88 1.00 -6.63
C 2.47 0.00 -5.85
O 2.37 -1.16 -6.21
C 2.18 0.42 -4.43
C 1.51 -0.54 -3.46
C 0.70 0.26 -2.43
C 1.58 1.36 -1.79
C 2.45 2.01 -2.56
C 2.57 1.60 -3.94
N 1.32 1.74 -0.44
C 2.34 1.83 0.34
C 2.29 2.17 1.76
C 3.40 2.72 2.31
C 3.33 3.36 3.54
C 2.11 3.38 4.18
C 1.04 2.68 3.61
N 1.10 2.12 2.44
H 2.47 1.81 -6.29
H 0.78 -1.08 -4.02
H -0.14 0.82 -2.99
H 2.94 2.84 -2.09
H 3.20 2.18 -4.58
H 3.35 1.74 -0.02
H 4.35 2.84 1.74
H 4.12 3.91 3.94
H 1.90 3.99 5.06
H 0.12 2.54 4.09
C 3.11 -2.37 -3.76
O 2.42 -1.50 -2.88
C -0.01 -0.52 -1.33
O -0.87 -0.02 -0.60
N 0.43 -1.74 -1.10
N -0.17 -2.49 -0.05
H 3.95 -1.90 -4.29
H 2.36 -2.82 -4.46
H 3.49 -3.25 -3.08
H 1.34 -1.97 -1.49
H -0.04 -3.45 -0.18
H -1.14 -2.24 -0.07
O -2.54 0.99 3.68
C -2.26 0.60 2.62
C -5.83 -2.77 1.47
N -5.38 -2.18 2.77
C -6.10 -2.18 4.01
C -5.34 -1.49 4.88
N -4.21 -1.02 4.27
C -4.34 -1.35 2.97
S -3.21 -0.77 1.78
H -5.13 -3.55 1.12
H -5.93 -1.91 0.80
H -6.78 -3.26 1.63
H -6.99 -2.79 4.18
H -5.58 -1.29 5.91
H -3.50 -0.46 4.67

=====

# C20H22Cl2N2OS

One molecule with the formula C20H22Cl2N2OS (ωB97M-V with the def2-TZVPD basis set, the OMol25 dataset).

Output
- 2S+1: 1
- ΔE to the lowest compared entry with this formula, charge and spin: 101.2 kJ/mol
- Highest occupied orbital energy: -8.14 eV
- E: -62004.88773 eV

Element x y z (Å)
O -2.61 -5.31 -1.10
C -3.39 -4.43 -0.32
C -3.13 -3.00 -0.81
N -1.91 -2.46 -0.25
C -1.26 -1.49 -1.11
C 0.08 -1.08 -0.52
N -0.15 -0.49 0.78
C 0.93 0.28 1.41
C 0.36 1.66 1.81
C -0.68 2.04 0.80
C -2.03 1.89 1.06
C -2.97 2.15 0.08
Cl -4.65 1.94 0.43
C -2.58 2.56 -1.19
C -1.24 2.71 -1.46
C -0.29 2.43 -0.48
S 1.41 2.74 -0.90
C 2.42 1.36 -0.41
C 3.62 1.35 -1.12
C 4.57 0.38 -0.91
C 4.32 -0.61 0.03
Cl 5.48 -1.86 0.31
C 3.14 -0.60 0.74
C 2.17 0.38 0.55
C -0.77 -1.46 1.66
C -2.12 -1.87 1.06
H -2.66 -6.19 -0.72
H -4.46 -4.66 -0.44
H -3.13 -4.51 0.74
H -3.02 -3.05 -1.89
H -4.00 -2.37 -0.58
H -1.10 -1.94 -2.09
H -1.88 -0.58 -1.24
H 0.55 -0.35 -1.18
H 0.73 -1.97 -0.46
H 1.25 -0.23 2.33
H 1.16 2.41 1.84
H -0.10 1.60 2.79
H -2.35 1.58 2.04
H -3.32 2.76 -1.95
H -0.91 3.03 -2.44
H 3.79 2.12 -1.85
H 5.50 0.38 -1.47
H 2.96 -1.37 1.48
H -0.94 -1.00 2.64
H -0.15 -2.36 1.79
H -2.59 -2.60 1.72
H -2.77 -0.98 1.00

=====

# C20H22ClNO4

One molecule with the formula C20H22ClNO4 (ωB97M-V with the def2-TZVPD basis set, the OMol25 dataset).

Output
- 2S+1: 1
- ΔE to the lowest compared entry with this formula, charge and spin: 97.9 kJ/mol
- Highest occupied orbital energy: -8.36 eV
- E: -43300.22725 eV

Element x y z (Å)
C -0.96 -0.24 -2.16
C -1.53 -1.09 -1.06
C -2.88 -1.08 -0.77
C -3.38 -1.86 0.26
Cl -5.08 -1.82 0.61
C -2.55 -2.68 1.00
C -1.19 -2.70 0.71
C -0.67 -1.90 -0.30
O 0.64 -1.83 -0.65
C 1.65 -2.44 0.13
C 2.06 -3.80 -0.44
C 2.88 -1.51 0.21
O 3.83 -1.79 0.90
N 2.77 -0.40 -0.54
C 3.60 0.76 -0.34
C 3.14 1.56 0.90
C 1.65 1.69 0.92
C 0.88 0.80 1.67
C -0.50 0.84 1.63
C -1.15 1.79 0.85
C -0.39 2.72 0.13
C 1.00 2.65 0.16
O -0.97 3.71 -0.62
C -2.33 3.92 -0.31
C -3.05 2.57 -0.22
O -2.52 1.79 0.82
H -0.28 -0.83 -2.77
H -0.40 0.59 -1.73
H -1.76 0.16 -2.79
H -3.55 -0.47 -1.35
H -2.94 -3.30 1.79
H -0.56 -3.36 1.28
H 1.32 -2.57 1.17
H 2.35 -3.67 -1.49
H 2.91 -4.18 0.12
H 1.23 -4.50 -0.39
H 1.87 -0.25 -0.98
H 4.63 0.43 -0.21
H 3.53 1.38 -1.24
H 3.48 1.03 1.79
H 3.62 2.54 0.88
H 1.37 0.06 2.28
H -1.10 0.15 2.19
H 1.56 3.36 -0.42
H -2.74 4.54 -1.10
H -2.42 4.44 0.66
H -4.11 2.71 0.00
H -2.94 2.05 -1.18

=====

# C20H22F3N3OS

C20H22F3N3OS as an isolated structure at a distorted geometry (ωB97M-V with the def2-TZVPD basis set, the OMol25 dataset).

Output
- 2S+1: 1
- ΔE to the lowest compared entry with this formula, charge and spin: 1876.0 kJ/mol
- Highest occupied orbital energy: -8.58 eV
- E: -46584.81308 eV

Element x y z (Å)
C 4.04 -3.32 -2.26
H 4.35 -4.33 -2.29
H 3.44 -3.20 -3.21
H 4.78 -2.67 -2.18
C 2.92 -3.33 -1.43
C 3.65 -3.49 0.12
C 2.67 -3.21 1.20
N 1.88 -2.11 1.14
C 2.14 -1.23 2.15
O 2.74 -1.40 3.12
C 1.59 0.22 2.20
C 2.20 1.07 3.10
H 1.70 2.19 2.76
H 2.02 0.84 4.13
H 3.21 1.22 2.80
H 1.85 0.76 1.02
S -0.21 0.32 2.13
C -0.77 1.11 0.86
N -2.30 1.28 0.95
C -2.62 2.00 -0.06
C -1.88 2.23 -1.27
C -0.40 2.03 -1.00
N -0.01 1.37 0.01
C 0.56 2.42 -2.13
F 1.06 1.04 -2.50
F 1.18 3.36 -1.88
F -0.13 2.77 -3.55
H -2.35 2.82 -1.95
C -4.00 2.26 -0.08
C -4.75 2.22 1.14
C -6.18 2.32 1.33
C -6.88 2.60 0.05
C -6.25 2.79 -1.08
C -4.83 2.52 -1.35
H -4.36 2.55 -2.26
H -6.87 3.00 -1.81
H -8.02 2.78 0.13
H -6.49 2.54 2.33
H -4.17 1.87 2.07
C 1.41 -1.76 0.04
H 0.88 -0.56 -0.18
C 2.55 -1.79 -1.07
H 1.96 -1.71 -2.22
H 3.21 -1.09 -1.22
H 0.55 -2.61 -0.22
H 2.79 -3.35 2.18
H 1.66 -3.95 1.03
H 3.90 -4.40 0.12
H 4.28 -2.92 0.41
H 2.30 -4.07 -1.31

=====

# C20H22F6O2PS

A 3-piece molecular cluster, C20H22F6O2PS overall at a distorted geometry (ωB97M-V with the def2-TZVPD basis set, the OMol25 dataset).

Output
- 2S+1: 1
- Highest occupied orbital energy: -11.21 eV
- E: -61611.08950 eV
- Charge: +1

Element x y z (Å)
C 2.40 1.11 3.41
C 1.81 0.71 2.43
P 0.94 0.31 0.86
S 1.91 1.47 -0.65
C 1.20 -1.48 0.36
C 0.61 -2.55 1.37
O -0.07 -3.55 0.58
C 1.69 -3.34 2.23
F 1.11 -4.54 2.60
F 2.86 -3.66 1.57
F 1.95 -2.65 3.41
C -0.84 0.88 0.84
C -1.84 -0.03 1.66
O -2.34 -1.11 0.84
C -3.13 0.84 2.05
F -3.39 1.78 1.05
F -4.24 0.04 2.16
F -2.92 1.41 3.28
H 3.27 1.39 4.06
H 3.27 1.33 -0.41
H 0.80 -1.57 -0.69
H 2.33 -1.61 0.26
H -0.16 -2.16 2.09
H -0.57 -3.10 -0.13
H -1.14 1.05 -0.24
H -0.86 1.91 1.33
H -1.42 -0.45 2.62
H -1.89 -1.01 -0.02
C -4.74 4.16 -2.21
C -4.50 3.69 -0.93
C -4.58 4.57 0.15
C -4.91 5.90 -0.06
C -5.15 6.36 -1.34
C -5.06 5.49 -2.42
H -4.68 3.48 -3.06
H -4.26 2.65 -0.76
H -4.39 4.21 1.16
H -4.98 6.58 0.79
H -5.41 7.40 -1.51
H -5.25 5.85 -3.43
C 5.77 -2.69 -2.56
C 4.46 -2.33 -2.85
C 3.41 -3.12 -2.41
C 3.66 -4.26 -1.66
C 4.97 -4.62 -1.36
C 6.02 -3.84 -1.81
H 6.60 -2.08 -2.91
H 4.26 -1.43 -3.43
H 2.39 -2.85 -2.64
H 2.83 -4.87 -1.31
H 5.16 -5.51 -0.77
H 7.05 -4.12 -1.58

=====

# C20H22N2O3

One molecule with the formula C20H22N2O3 (ωB97M-V with the def2-TZVPD basis set, the OMol25 dataset).

Output
- 2S+1: 1
- ΔE to the lowest compared entry with this formula, charge and spin: 0.0 kJ/mol
- Highest occupied orbital energy: -7.51 eV
- E: -30221.71714 eV

Element x y z (Å)
O 1.11 3.02 1.15
C 1.96 2.55 0.44
O 2.66 3.28 -0.42
C 2.32 1.08 0.41
C 3.85 0.91 0.37
C 4.22 -0.57 0.33
C 3.61 -1.23 -0.90
C 2.10 -1.07 -0.88
C 1.69 0.41 -0.83
C 0.17 0.45 -0.95
O -0.37 0.10 -1.98
N -0.53 0.83 0.16
C -1.94 0.98 0.14
C -2.47 2.18 0.58
C -3.83 2.43 0.50
C -4.66 1.47 -0.05
C -4.15 0.25 -0.45
C -2.79 -0.04 -0.32
N -2.34 -1.31 -0.66
C -1.37 -2.04 -0.02
C -0.98 -1.77 1.29
C -0.04 -2.56 1.92
C 0.53 -3.64 1.26
C 0.13 -3.93 -0.03
C -0.81 -3.15 -0.67
H 2.37 4.21 -0.39
H 1.93 0.61 1.31
H 4.28 1.38 1.26
H 4.24 1.41 -0.51
H 5.31 -0.67 0.31
H 3.85 -1.07 1.23
H 3.86 -2.29 -0.93
H 4.02 -0.76 -1.81
H 1.65 -1.51 -1.77
H 1.69 -1.58 -0.01
H 2.08 0.91 -1.73
H -0.07 1.35 0.88
H -1.80 2.94 0.97
H -4.23 3.37 0.84
H -5.72 1.66 -0.15
H -4.80 -0.51 -0.85
H -2.70 -1.69 -1.52
H -1.44 -0.96 1.83
H 0.25 -2.34 2.94
H 1.27 -4.26 1.75
H 0.55 -4.78 -0.55
H -1.12 -3.37 -1.68

=====

# C20H22N2O3S

One molecule with the formula C20H22N2O3S at a distorted geometry (ωB97M-V with the def2-TZVPD basis set, the OMol25 dataset).

Output
- 2S+1: 1
- ΔE to the lowest compared entry with this formula, charge and spin: 219.1 kJ/mol
- Highest occupied orbital energy: -7.77 eV
- E: -41054.07412 eV

Element x y z (Å)
C 3.21 -0.31 3.89
O 3.34 -1.19 2.80
C 2.61 -0.95 1.68
C 2.74 -1.88 0.65
C 2.03 -1.73 -0.52
C 1.18 -0.65 -0.71
C 0.35 -0.49 -1.95
N -1.06 -0.43 -1.61
C -1.70 -1.71 -1.34
C -1.30 -2.25 -0.01
C -0.58 -3.38 0.29
C -0.45 -3.44 1.68
C -1.08 -2.34 2.19
N -1.60 -1.62 1.16
C -2.32 -0.39 1.31
S -1.95 0.64 -2.55
O -1.72 0.44 -3.96
O -3.30 0.57 -2.06
C -1.23 2.20 -2.06
C -1.55 2.72 -0.82
C -0.98 3.92 -0.42
C -0.11 4.59 -1.27
C 0.18 4.07 -2.52
C -0.38 2.87 -2.92
C 1.07 0.29 0.31
C 1.77 0.15 1.49
H 3.86 -0.72 4.67
H 3.55 0.70 3.63
H 2.18 -0.27 4.26
H 3.40 -2.72 0.80
H 2.13 -2.47 -1.30
H 0.55 -1.32 -2.65
H 0.60 0.44 -2.46
H -2.77 -1.52 -1.39
H -1.43 -2.44 -2.12
H -0.21 -4.10 -0.42
H 0.06 -4.20 2.25
H -1.20 -2.01 3.20
H -2.83 -0.14 0.38
H -3.06 -0.49 2.10
H -1.64 0.42 1.58
H -2.24 2.18 -0.19
H -1.22 4.33 0.55
H 0.33 5.52 -0.96
H 0.85 4.60 -3.18
H -0.19 2.45 -3.90
H 0.43 1.15 0.17
H 1.66 0.90 2.26

=====

# C20H22N2O3S

One molecule with the formula C20H22N2O3S at a distorted geometry (ωB97M-V with the def2-TZVPD basis set, the OMol25 dataset).

Output
- 2S+1: 1
- ΔE to the lowest compared entry with this formula, charge and spin: 231.1 kJ/mol
- Highest occupied orbital energy: -8.20 eV
- E: -41053.94975 eV

Element x y z (Å)
C -3.15 -6.16 -2.85
C -2.55 -4.84 -2.45
O -2.27 -4.00 -3.26
N -2.51 -4.50 -1.08
C -1.69 -3.56 -0.52
C -0.53 -3.00 -1.08
C 0.24 -1.99 -0.42
C -0.16 -1.56 0.84
S 0.70 -0.23 1.67
O -0.09 0.24 2.83
O 2.04 -0.69 2.13
N 0.83 0.95 0.39
C 2.00 1.70 0.40
C 3.20 1.12 -0.02
C 4.38 1.86 0.06
C 4.36 3.17 0.53
C 3.16 3.72 0.96
C 1.98 2.99 0.92
C 0.68 3.57 1.40
C 0.62 4.79 2.28
C -0.49 2.95 0.94
C -0.35 1.77 0.01
C -0.16 2.35 -1.42
C -1.68 1.04 -0.07
C -1.22 -2.20 1.48
C -1.99 -3.16 0.81
H -2.71 -6.96 -2.28
H -3.09 -6.36 -3.91
H -4.22 -6.15 -2.66
H -3.06 -5.12 -0.45
H -0.14 -3.29 -2.06
H 1.13 -1.60 -0.93
H 3.27 0.12 -0.43
H 5.35 1.48 -0.29
H 5.29 3.74 0.46
H 3.18 4.75 1.27
H 1.15 5.59 1.84
H 1.07 4.53 3.25
H -0.41 5.11 2.37
H -1.49 3.27 1.22
H 0.05 1.61 -2.21
H -1.08 2.86 -1.70
H 0.64 3.09 -1.45
H -1.87 0.60 0.92
H -2.48 1.68 -0.43
H -1.54 0.20 -0.74
H -1.60 -1.84 2.47
H -2.81 -3.67 1.28

=====

# C20H22N2O4

One molecule with the formula C20H22N2O4 (ωB97M-V with the def2-TZVPD basis set, the OMol25 dataset).

Output
- 2S+1: 1
- ΔE to the lowest compared entry with this formula, charge and spin: 157.0 kJ/mol
- Highest occupied orbital energy: -8.64 eV
- E: -32268.15892 eV

Element x y z (Å)
O 1.25 -0.84 0.77
C 0.17 -0.69 1.33
N -0.98 -1.09 0.73
C -0.99 -1.66 -0.59
C -1.15 -0.58 -1.68
O -1.21 -1.13 -2.97
C -2.35 -1.74 -3.40
C -3.55 -1.79 -2.71
C -4.64 -2.43 -3.28
C -4.55 -3.03 -4.52
C -3.35 -2.98 -5.21
C -2.26 -2.34 -4.66
C 0.01 -0.05 2.66
C -1.05 -0.39 3.49
C -1.24 0.23 4.71
C -0.36 1.22 5.11
C 0.73 1.55 4.32
C 0.94 0.91 3.10
N 2.05 1.19 2.32
C 2.88 2.26 2.38
O 2.80 3.19 3.14
C 3.97 2.21 1.29
C 3.60 3.17 0.15
C 2.84 2.25 -0.79
C 3.61 0.94 -0.63
O 4.09 0.93 0.71
H -1.86 -0.82 1.14
H -0.03 -2.17 -0.74
H -1.79 -2.39 -0.66
H -2.03 0.04 -1.47
H -0.27 0.06 -1.67
H -3.67 -1.33 -1.74
H -5.58 -2.46 -2.73
H -5.40 -3.53 -4.95
H -3.26 -3.44 -6.18
H -1.31 -2.29 -5.18
H -1.73 -1.18 3.19
H -2.07 -0.05 5.34
H -0.50 1.72 6.06
H 1.42 2.31 4.64
H 2.26 0.49 1.60
H 4.92 2.48 1.77
H 3.01 4.01 0.52
H 4.50 3.56 -0.33
H 2.83 2.60 -1.82
H 1.81 2.12 -0.46
H 3.00 0.05 -0.78
H 4.47 0.91 -1.31

=====

# C20H22N2O7S

One molecule with the formula C20H22N2O7S at a distorted geometry (ωB97M-V with the def2-TZVPD basis set, the OMol25 dataset).

Output
- 2S+1: 1
- ΔE to the lowest compared entry with this formula, charge and spin: 280.3 kJ/mol
- Highest occupied orbital energy: -9.30 eV
- E: -49242.45286 eV

Element x y z (Å)
C 7.69 -0.04 3.48
C 6.64 0.14 2.39
C 5.27 -0.35 2.84
C 4.22 -0.19 1.76
O 4.41 0.24 0.66
O 3.03 -0.61 2.23
C 1.89 -0.54 1.45
C 0.99 -1.60 1.56
C -0.19 -1.58 0.84
C -0.47 -0.50 0.01
N -1.70 -0.47 -0.69
C -1.89 -0.45 -2.04
O -3.01 -0.23 -2.46
C -0.71 -0.74 -2.93
C -0.27 -2.20 -2.76
C -1.42 -3.17 -2.96
S -3.15 -0.64 0.21
O -2.79 -0.44 1.57
O -3.78 -1.87 -0.15
C -4.13 0.76 -0.32
C -5.41 0.58 -0.84
C -6.15 1.68 -1.22
C -5.62 2.95 -1.10
C -4.34 3.11 -0.58
N -3.77 4.44 -0.47
O -2.60 4.51 -0.16
O -4.49 5.38 -0.71
C -3.58 2.01 -0.18
C 0.41 0.56 -0.08
C 1.59 0.55 0.64
H 7.41 0.52 4.37
H 7.78 -1.09 3.75
H 8.65 0.31 3.14
H 6.57 1.19 2.11
H 6.94 -0.41 1.49
H 4.93 0.20 3.72
H 5.31 -1.41 3.12
H 1.22 -2.42 2.21
H -0.90 -2.39 0.92
H -1.02 -0.56 -3.96
H 0.12 -0.08 -2.68
H 0.52 -2.41 -3.49
H 0.16 -2.34 -1.77
H -2.19 -3.02 -2.20
H -1.07 -4.20 -2.89
H -1.88 -3.03 -3.94
H -5.78 -0.43 -0.94
H -7.14 1.55 -1.63
H -6.17 3.83 -1.41
H -2.60 2.15 0.24
H 0.17 1.42 -0.69
H 2.28 1.37 0.56

=====

no.,molecular weight (g mol⁻¹)
1,570.91
2,409.38
3,375.85
4,409.48
5,471.42
6,338.41
7,370.47
8,370.47
9,354.41
10,434.47